[1]
Density functional theory data (ωB97M-V/def2-TZVPD) for the molecule C4H4N2O.

For the HOMO energy, the calculation gives -10.12 eV. For the energy relative to the best compared isomer or geometry (same formula, charge and spin), the calculation gives 309.7 kJ/mol. The calculation puts the total energy at -339.463708 hartree. The total charge is 0. The HOMO-LUMO gap comes out at 0.35125 hartree. For the strongest force on any atom, the calculation gives 0.012 hartree/bohr. The molar mass is 96.09 u. The structure (SMILES) is [H]/N=C(\C=O)[C@H]1C=N1.

Element x y z (Å)
O: 1.6471 2.1553 -0.5863
C: 1.5387 0.9875 -0.2977
C: 0.1731 0.3521 -0.1393
C: -0.0475 -1.0778 0.2122
N: -1.1841 -1.7401 -0.5813
C: -1.4358 -1.2959 0.5574
N: -0.9008 1.0259 -0.2562
H: 2.4324 0.3561 -0.1207
H: 0.7503 -1.7382 0.5477
H: -2.2414 -1.0072 1.2187
H: -0.7320 1.9822 -0.5544

The computed Löwdin charges, all in e, follow:
1. O 0.06
2. C -0.18
3. C -0.30
4. C -0.24
5. N 0.17
6. C -0.13
7. N 0.18
8. H 0.12
9. H 0.12
10. H 0.12
11. H 0.07

---

[2]
Density functional theory data (ωB97M-V/def2-TZVPD) for a structure of composition C43H60BClN3Sb2Y at a distorted geometry.

For the HOMO energy, the calculation gives -12.51 eV. For the energy relative to the best compared isomer or geometry (same formula, charge and spin), the calculation gives 0.0 kJ/mol. The calculation puts the total energy at -2842.206137 hartree. The total charge is +2. The HOMO-LUMO gap comes out at 0.23495 hartree. For the strongest force on any atom, the calculation gives 0.026 hartree/bohr. The molar mass is 997.67 u.

Element x y z (Å)
Y: -0.1976 -0.2312 -0.3818
C: 0.1413 1.0334 4.6285
Sb: 0.9202 0.7086 2.6816
C: 1.0610 2.7663 2.1285
C: 2.9579 0.2728 3.2853
C: 3.9156 1.3864 2.9939
C: 4.0264 2.4467 3.8924
C: 4.8478 3.5307 3.6315
C: 5.5807 3.5678 2.4536
C: 5.5006 2.5079 1.5656
C: 4.6842 1.4071 1.8234
C: 4.6427 0.2793 0.8336
Sb: 3.0433 0.4857 -0.5684
C: 3.6283 -1.0607 -1.9059
C: 3.7669 2.1453 -1.6729
H: 0.2723 0.1364 5.2315
H: -0.9151 1.2903 4.5974
H: 0.7052 1.8557 5.0664
H: 1.8168 3.2662 2.7326
H: 0.0892 3.2298 2.3045
H: 1.3231 2.8815 1.0766
H: 3.2277 -0.6623 2.8018
H: 2.8728 0.0908 4.3564
H: 3.4695 2.4094 4.8229
H: 4.9161 4.3421 4.3435
H: 6.2279 4.4071 2.2381
H: 6.1074 2.5178 0.6668
H: 4.5280 -0.6998 1.2946
H: 5.5357 0.2655 0.2089
H: 4.7067 -1.0147 -2.0558
H: 3.1302 -0.9387 -2.8670
H: 3.3602 -2.0334 -1.4943
H: 4.7960 1.9335 -1.9582
H: 3.7358 3.0491 -1.0658
H: 3.1668 2.2928 -2.5697
C: -5.1633 -1.6338 -4.2200
C: -4.0443 -1.5742 -3.1821
C: -2.9535 -0.5991 -3.6440
C: -4.5182 -1.1555 -1.8011
C: -5.5829 -0.2786 -1.6526
C: -5.9337 0.2163 -0.4023
C: -5.1955 -0.1317 0.7105
C: -4.1220 -1.0210 0.6122
C: -3.3701 -1.4024 1.8713
C: -2.8287 -0.1582 2.5763
C: -4.2569 -2.2071 2.8253
C: -3.8171 -1.5492 -0.6450
N: -2.7773 -2.5172 -0.7747
B: -1.3563 -2.2804 -0.7804
N: -0.8120 -3.5848 -1.0341
C: -1.8435 -4.5054 -1.1556
C: -3.0239 -3.8631 -1.0035
C: 0.5696 -3.9396 -1.1534
C: 1.3130 -4.2276 -0.0042
C: 2.6585 -4.5644 -0.1603
C: 3.2396 -4.6178 -1.4140
C: 2.4836 -4.3317 -2.5423
C: 1.1422 -3.9877 -2.4341
C: 0.3418 -3.6013 -3.6631
C: 0.5472 -2.1074 -3.9453
C: 0.6987 -4.4228 -4.9022
C: 0.7004 -4.2386 1.3818
C: 0.7290 -5.6430 1.9896
C: 1.4169 -3.2385 2.2924
H: -4.8001 -2.1087 -5.1316
H: -5.5171 -0.6384 -4.4941
H: -6.0151 -2.2105 -3.8585
H: -3.5962 -2.5660 -3.1160
H: -3.3711 0.4036 -3.7746
H: -2.5220 -0.9107 -4.5967
H: -2.1414 -0.5440 -2.9092
H: -6.1540 0.0232 -2.5205
H: -6.7813 0.8819 -0.3026
H: -5.4709 0.2700 1.6782
H: -2.5267 -2.0402 1.5989
H: -3.6319 0.4412 3.0084
H: -2.2831 0.5114 1.8910
H: -2.1568 -0.4391 3.3884
H: -5.1276 -1.6255 3.1328
H: -3.7048 -2.4913 3.7227
H: -4.6142 -3.1185 2.3457
H: -1.6611 -5.5524 -1.3400
H: -4.0242 -4.2646 -1.0446
H: 3.2501 -4.8139 0.7125
H: 4.2834 -4.8863 -1.5168
H: 2.9456 -4.3877 -3.5196
H: -0.7158 -3.7596 -3.4482
H: 1.5987 -1.9011 -4.1581
H: 0.2410 -1.5040 -3.0756
H: -0.0425 -1.7752 -4.8011
H: 1.6672 -4.1369 -5.3164
H: -0.0464 -4.2657 -5.6824
H: 0.7282 -5.4885 -4.6756
H: -0.3442 -3.9352 1.2973
H: 1.7533 -5.9741 2.1710
H: 0.2564 -6.3669 1.3256
H: 0.1971 -5.6599 2.9419
H: 2.4268 -3.5762 2.5356
H: 0.8780 -3.1058 3.2336
H: 1.5100 -2.2567 1.8104
Cl: -4.7315 3.3382 -1.6002
C: -3.0323 3.1601 -1.5022
C: -2.1984 4.2258 -1.8086
C: -0.8265 4.0496 -1.7240
C: -0.3376 2.8220 -1.3362
N: -1.1452 1.7885 -1.0389
C: -2.4803 1.9473 -1.1207
H: -2.6232 5.1742 -2.1098
H: -0.1460 4.8557 -1.9582
H: 0.7302 2.6473 -1.2562
H: -3.1194 1.0988 -0.8845

Löwdin atomic charge list, values in e, 99 entries:
1. Y 1.31
2. C -0.30
3. Sb 1.27
4. C -0.30
5. C -0.29
6. C -0.30
7. C -0.06
8. C -0.06
9. C -0.06
10. C -0.04
11. C -0.29
12. C -0.29
13. Sb 1.29
14. C -0.29
15. C -0.30
16. H 0.02
17. H 0.01
18. H 0.02
19. H 0.01
20. H 0.02
21. H -0.03
22. H 0.03
23. H 0.07
24. H 0.12
25. H 0.12
26. H 0.11
27. H 0.12
28. H 0.06
29. H 0.08
30. H 0.03
31. H 0.00
32. H -0.02
33. H 0.03
34. H 0.01
35. H 0.01
36. C -0.06
37. C -0.35
38. C -0.05
39. C -0.13
40. C -0.03
41. C -0.07
42. C -0.03
43. C -0.15
44. C -0.38
45. C -0.08
46. C -0.04
47. C -0.14
48. N 0.00
49. B -0.56
50. N -0.01
51. C -0.03
52. C -0.04
53. C -0.13
54. C -0.14
55. C -0.03
56. C -0.07
57. C -0.04
58. C -0.13
59. C -0.35
60. C -0.05
61. C -0.05
62. C -0.37
63. C -0.04
64. C -0.07
65. H 0.09
66. H 0.08
67. H 0.09
68. H 0.13
69. H 0.09
70. H 0.09
71. H 0.03
72. H 0.12
73. H 0.11
74. H 0.12
75. H 0.11
76. H 0.09
77. H 0.04
78. H 0.06
79. H 0.09
80. H 0.09
81. H 0.09
82. H 0.14
83. H 0.14
84. H 0.12
85. H 0.12
86. H 0.12
87. H 0.13
88. H 0.07
89. H 0.03
90. H 0.09
91. H 0.08
92. H 0.09
93. H 0.09
94. H 0.12
95. H 0.08
96. H 0.09
97. H 0.09
98. H 0.09
99. H 0.09

---

[3]
Density functional theory data (ωB97M-V/def2-TZVPD) for a structure of composition C6H6NO2P2 at a distorted geometry.

For the HOMO energy, the calculation gives -3.33 eV. For the energy relative to the best compared isomer or geometry (same formula, charge and spin), the calculation gives 109.6 kJ/mol. The calculation puts the total energy at -1120.163346 hartree. The total charge is -1. The HOMO-LUMO gap comes out at 0.24850 hartree. For the strongest force on any atom, the calculation gives 0.103 hartree/bohr. The molar mass is 186.07 u.

Element x y z (Å)
C: 0.0526 1.8754 0.0021
C: 1.1510 1.9659 -0.8446
C: -0.5908 0.6916 0.4734
C: -0.0297 -0.5581 0.1676
C: 2.0114 0.8886 -1.2574
C: -1.9716 0.7629 1.0901
N: 0.5816 -4.1361 0.4587
O: -0.7226 -1.7309 0.4717
O: 2.9050 0.8825 -2.0897
P: 0.0778 -2.8236 -0.5154
P: 1.5316 -0.8999 -0.5403
H: -0.3474 2.8258 0.1555
H: 1.3577 2.8435 -1.3089
H: -1.8549 0.0802 1.9170
H: -2.7186 0.4865 0.3881
H: -2.3721 1.7591 1.5101
H: 0.9390 -4.9134 -0.0781

The computed Löwdin charges, all in e, follow:
1. C -0.09
2. C -0.12
3. C -0.31
4. C -0.65
5. C -0.61
6. C -0.08
7. N -0.36
8. O -0.40
9. O -0.12
10. P 0.60
11. P 0.91
12. H 0.07
13. H 0.05
14. H 0.06
15. H 0.05
16. H 0.10
17. H -0.12

---

[4]
Density functional theory data (ωB97M-V/def2-TZVPD) for the molecule CHN3O at a distorted geometry.

For the HOMO energy, the calculation gives -11.85 eV. For the energy relative to the best compared isomer or geometry (same formula, charge and spin), the calculation gives 329.4 kJ/mol. The calculation puts the total energy at -278.132099 hartree. The total charge is 0. The HOMO-LUMO gap comes out at 0.45982 hartree. For the strongest force on any atom, the calculation gives 0.056 hartree/bohr. The molar mass is 71.04 u. The structure (SMILES) is c1nnno1.

Element x y z (Å)
C: 0.1132 -0.1330 -0.7262
H: 0.2853 -0.4545 -1.7269
N: -1.0674 -0.1561 -0.1948
N: -0.7853 0.1609 1.1767
N: 0.3723 0.4336 1.3399
O: 1.0820 0.1490 0.1313

The computed Löwdin charges, all in e, follow:
1. C -0.23
2. H 0.13
3. N 0.07
4. N 0.00
5. N 0.04
6. O -0.01

---

> total energy of number 1 (C4H4N2O)?

-339.463708 hartree

---

> Look up the strongest force on any atom of the third one.

0.103 hartree/bohr